Record 1
{
  "formula": "C37H52As3BaCl2FN8O5S",
  "method": "ωB97M-V/def2-TZVPD",
  "species": ["Ba", "Cl", "C", "C", "C", "C", "C", "Cl", "C", "S", "H", "H", "H", "C", "As", "C", "C", "C", "C", "C", "As", "C", "C", "C", "As", "C", "C", "H", "H", "H", "H", "H", "H", "H", "H", "H", "H", "H", "H", "H", "H", "H", "H", "H", "H", "H", "H", "H", "H", "H", "H", "H", "H", "H", "C", "C", "N", "C", "C", "N", "C", "N", "N", "N", "C", "C", "C", "C", "C", "C", "H", "H", "H", "H", "H", "H", "H", "H", "H", "H", "H", "F", "C", "C", "N", "C", "C", "O", "O", "C", "O", "N", "C", "O", "H", "H", "H", "H", "C", "N", "C", "C", "O", "H", "H", "H", "H", "H", "H", "H"],
  "coordinates": [[-0.38645, -0.63749, 0.03845], [0.42594, 2.62603, -0.15694], [-0.92506, 3.72919, -0.35022], [-0.58693, 5.06639, -0.47191], [-1.58476, 6.01369, -0.60732], [-2.90619, 5.59204, -0.63957], [-3.21366, 4.24835, -0.52577], [-4.89544, 3.82198, -0.58631], [-2.24054, 3.23574, -0.34905], [-2.68908, 1.57941, -0.09606], [0.45506, 5.35470, -0.45007], [-1.33856, 7.06324, -0.69085], [-3.71215, 6.30391, -0.75552], [0.18768, -0.13220, 5.80456], [0.37444, -0.03920, 3.85692], [-1.20067, 1.07941, 3.54675], [1.67187, 1.43881, 3.66823], [3.17152, 1.10249, 3.73316], [3.94894, 2.38188, 3.40407], [3.56056, -0.02578, 2.76188], [2.91853, 0.02253, 0.90556], [4.06074, 1.38394, 0.09127], [3.91468, -1.55529, 0.31794], [3.52543, 0.64008, 5.15560], [5.41327, 0.14071, 5.47821], [5.23667, -1.80296, 5.25905], [5.25247, 0.13392, 7.43240], [0.92597, -0.80057, 6.24237], [-0.80438, -0.52659, 6.02402], [0.28463, 0.85924, 6.24764], [-1.21118, 1.93299, 4.22590], [-2.09790, 0.48052, 3.69878], [-1.22391, 1.44988, 2.51959], [1.43732, 2.20251, 4.41677], [1.43926, 1.88101, 2.69247], [3.64400, 2.78857, 2.43931], [5.02513, 2.20054, 3.37860], [3.75266, 3.14554, 4.16007], [3.17261, -0.97862, 3.13624], [4.65156, -0.11273, 2.72242], [5.07130, 1.33848, 0.49702], [3.64639, 2.37757, 0.24806], [4.09434, 1.19629, -0.98221], [4.98170, -1.43377, 0.50744], [3.74924, -1.72285, -0.74534], [3.54369, -2.42643, 0.85669], [2.91627, -0.22302, 5.43484], [3.29746, 1.44276, 5.86380], [5.23738, -2.07136, 4.20370], [4.31856, -2.16659, 5.72303], [6.09077, -2.28472, 5.73513], [5.18621, 1.15841, 7.79679], [6.13654, -0.32953, 7.86858], [4.36608, -0.41778, 7.74838], [-2.74326, -0.13548, -3.48562], [-1.27948, -0.03541, -3.74884], [-0.33435, -0.16675, -2.84995], [0.86541, -0.10429, -3.52768], [0.64246, 0.08408, -4.85125], [-0.73181, 0.13941, -4.98545], [-1.43216, 0.60842, -6.15643], [-1.09738, 1.98114, -6.42665], [-0.51571, 2.30783, -7.60677], [-0.24470, 3.55400, -7.61765], [-0.63689, 4.09512, -6.40849], [-0.53840, 5.40404, -5.92617], [-0.98675, 5.63559, -4.64772], [-1.52106, 4.59662, -3.85376], [-1.63221, 3.30750, -4.31874], [-1.18169, 3.08197, -5.62558], [-2.89648, -0.22428, -2.41290], [-3.16809, -1.01268, -3.97836], [-3.29363, 0.74357, -3.82340], [1.80866, -0.20388, -3.01527], [1.30119, 0.20828, -5.69316], [-2.50020, 0.49456, -5.98117], [-1.14774, 0.04398, -7.04214], [-0.11588, 6.18742, -6.54032], [-0.92344, 6.63137, -4.22933], [-1.84500, 4.81677, -2.84483], [-2.02420, 2.52603, -3.68269], [-6.44638, -1.83021, -2.90756], [-5.78257, -2.79763, -2.26334], [-5.32381, -2.61419, -1.02540], [-4.64674, -3.59636, -0.33323], [-3.94187, -3.22697, 0.88194], [-2.64902, -2.47891, 0.57313], [-1.94840, -2.10551, 1.54738], [-2.38262, -2.25645, -0.63967], [-4.28943, -4.77464, -0.94673], [-3.52338, -5.58198, -0.45547], [-4.81394, -4.94504, -2.21278], [-5.55291, -4.04212, -2.97937], [-5.89591, -4.30196, -4.10805], [-5.45989, -1.67220, -0.51127], [-3.71599, -4.12340, 1.45184], [-4.58494, -2.58492, 1.48331], [-4.57370, -5.81572, -2.66491], [1.06647, -5.26365, 0.96886], [0.34086, -5.18287, -0.29039], [-0.41856, -6.33712, -0.74141], [0.26732, -4.01314, -0.91125], [0.84226, -2.98794, -0.52859], [1.13213, -6.30692, 1.26701], [0.55185, -4.69579, 1.74599], [2.06922, -4.85658, 0.85003], [0.24992, -7.18287, -0.90720], [-0.92148, -6.09461, -1.67467], [-1.18281, -6.60441, -0.01360], [-0.36295, -4.01610, -1.80887]],
  "forces_ev_per_a": [[-0.12, 0.50, -0.21], [0.03, -0.14, 0.03], [0.02, 0.06, 0.01], [0.05, -0.01, 0.07], [-0.05, -0.01, 0.03], [0.01, 0.04, 0.01], [0.00, 0.00, 0.01], [0.02, -0.01, 0.00], [-0.08, -0.02, 0.08], [0.19, -0.14, -0.08], [0.00, -0.01, -0.01], [0.00, 0.00, -0.01], [0.00, -0.01, 0.00], [-0.02, -0.04, 0.05], [0.04, 0.01, -0.21], [-0.02, 0.00, -0.04], [0.03, 0.00, 0.02], [-0.02, -0.02, -0.04], [-0.01, -0.02, 0.00], [-0.01, 0.02, 0.02], [0.06, 0.04, 0.00], [0.02, 0.00, -0.01], [0.02, -0.01, 0.02], [-0.01, 0.02, -0.01], [0.02, 0.02, -0.01], [0.01, -0.03, 0.00], [0.00, 0.01, 0.02], [-0.01, 0.00, 0.01], [0.00, 0.00, 0.00], [0.00, 0.00, 0.00], [0.02, -0.01, 0.01], [0.00, 0.00, 0.00], [-0.01, 0.00, 0.00], [0.00, -0.01, 0.01], [-0.01, 0.01, 0.00], [0.00, 0.00, 0.01], [0.00, 0.01, 0.00], [0.00, 0.00, 0.00], [0.01, 0.00, 0.01], [0.00, 0.00, -0.01], [0.00, 0.00, 0.00], [0.00, -0.01, -0.01], [0.01, 0.00, 0.00], [-0.01, 0.01, 0.01], [-0.01, 0.01, 0.00], [-0.01, 0.00, -0.01], [0.00, 0.00, 0.01], [-0.01, 0.00, 0.00], [0.00, 0.00, 0.00], [0.00, 0.00, 0.01], [0.00, -0.01, 0.00], [0.00, 0.00, 0.00], [0.00, 0.00, 0.00], [0.00, 0.00, 0.00], [0.03, 0.02, 0.03], [-0.07, 0.08, 0.03], [0.18, -0.39, 0.30], [-0.02, 0.04, -0.04], [-0.07, 0.13, 0.06], [-0.02, -0.13, 0.01], [0.02, -0.02, -0.01], [-0.02, 0.03, -0.12], [0.02, 0.00, 0.00], [-0.05, -0.01, 0.04], [0.04, 0.03, -0.08], [0.02, 0.02, 0.03], [0.01, -0.03, -0.03], [-0.01, -0.02, 0.00], [0.02, 0.01, 0.00], [-0.02, -0.03, 0.08], [-0.01, -0.01, -0.01], [0.01, -0.01, 0.00], [0.00, 0.01, -0.01], [0.01, 0.00, -0.03], [0.00, 0.03, 0.00], [-0.01, 0.00, -0.01], [0.00, 0.00, 0.00], [-0.01, 0.00, 0.00], [-0.01, 0.00, 0.01], [0.00, 0.00, -0.11], [-0.02, 0.02, 0.00], [0.02, -0.05, 0.01], [-0.08, 0.05, -0.03], [0.02, 0.00, 0.07], [-0.15, -0.05, 0.02], [-0.07, 0.01, 0.03], [0.16, 0.15, -0.18], [-0.23, -0.23, -0.02], [-0.03, -0.14, 0.19], [0.43, 0.30, -0.25], [-0.17, -0.13, 0.10], [-0.16, -0.10, 0.07], [0.17, -0.01, -0.01], [-0.06, -0.01, -0.02], [0.00, 0.00, 0.00], [-0.01, 0.00, 0.00], [0.02, -0.01, 0.03], [-0.01, 0.02, 0.00], [-0.01, 0.00, -0.02], [-0.01, -0.01, 0.11], [0.01, 0.01, -0.02], [-0.10, 0.13, -0.12], [0.03, 0.01, 0.05], [0.01, 0.00, 0.00], [0.00, 0.00, 0.00], [0.00, 0.01, 0.00], [0.00, 0.00, 0.01], [-0.01, 0.00, 0.01], [-0.01, 0.00, 0.01], [0.03, 0.00, -0.02]],
  "lumo_energy_ev": 0.10,
  "orbital_gap_ha": 0.26370,
  "charge": 0,
  "molar_mass_g_mol": 1172.94,
  "relative_energy_kcal_mol": 0.8
}

Record 2
{
  "formula": "C4H3ClO2",
  "method": "ωB97M-V/def2-TZVPD",
  "species": ["C", "C", "C", "C", "O", "O", "Cl", "H", "H", "H"],
  "coordinates": [[-1.22894, -0.37535, 0.08211], [-0.14732, -1.18544, -0.20741], [-1.37241, 0.95035, 0.34666], [1.80275, 0.04514, 0.50101], [1.21196, -0.89183, -0.10851], [-0.78606, 1.92184, -0.26726], [3.49129, 0.06828, 0.02522], [-2.00245, -1.09395, 0.06901], [-0.13733, -2.27866, -0.38535], [-0.83150, 2.83963, -0.05547]],
  "forces_ev_per_a": [[3.33, -2.64, -2.53], [0.32, 0.18, 0.94], [-1.57, 3.08, 2.84], [-0.55, 1.42, 1.13], [0.45, -0.95, -1.61], [1.50, -2.47, -2.61], [-0.06, -0.29, -0.12], [-1.76, 0.13, 0.21], [-0.76, 0.90, 0.36], [-0.91, 0.65, 1.40]],
  "lumo_energy_ev": [-0.63, -0.73],
  "orbital_gap_ha": [0.26473, 0.27383],
  "charge": 0,
  "molar_mass_g_mol": 118.52,
  "relative_energy_kcal_mol": 148.1
}

Record 3
{
  "formula": "C3H5NO2S2",
  "method": "ωB97M-V/def2-TZVPD",
  "species": ["O", "C", "S", "C", "O", "C", "N", "S", "H", "H", "H", "H", "H"],
  "coordinates": [[-1.09320, -1.53507, -0.45991], [-1.82392, -0.52553, -0.07532], [-3.42822, -0.42231, -0.22419], [-1.01866, 0.72702, 0.53170], [-0.30805, 1.41845, -0.47731], [1.01006, 1.03234, -0.54250], [1.43224, -0.07026, 0.00149], [3.00431, -0.67809, -0.15376], [-0.17519, -1.29723, -0.44932], [-1.67303, 1.51651, 0.85642], [-0.33126, 0.19064, 1.27764], [1.74377, 1.69289, -0.91983], [2.66114, -2.04936, 0.63489]],
  "forces_ev_per_a": [[-0.81, -0.97, -0.39], [-0.19, 2.84, 0.56], [-0.18, -0.37, 0.08], [-0.51, -2.65, -0.02], [2.92, -0.53, -0.23], [0.42, -2.45, 1.74], [-1.60, 1.07, -1.23], [-0.99, -2.77, 1.90], [1.47, 0.30, 0.28], [-0.54, -0.47, 0.80], [-0.85, 1.58, -0.62], [-0.05, 1.25, -1.04], [0.90, 3.17, -1.82]],
  "lumo_energy_ev": -0.08,
  "orbital_gap_ha": 0.31544,
  "charge": 0,
  "molar_mass_g_mol": 151.21,
  "smiles": "OC(=S)CO/C=N/S",
  "relative_energy_kcal_mol": 73.6
}

Record 4
{
  "formula": "C3H7NO",
  "method": "ωB97M-V/def2-TZVPD",
  "species": ["C", "C", "C", "N", "O", "H", "H", "H", "H", "H", "H", "H"],
  "coordinates": [[-1.23262, -0.20990, -0.03405], [0.23505, 0.18991, -0.10089], [1.21364, -0.87574, 0.24409], [0.68206, 1.18962, -0.77598], [-0.14185, 2.28902, -0.50563], [-1.25907, -1.11439, -0.66868], [-1.91244, 0.51371, -0.48800], [-1.60795, -0.50340, 0.94555], [1.11874, -1.65280, -0.51142], [0.99213, -1.32026, 1.22235], [2.23535, -0.49178, 0.26273], [-0.32303, 1.98600, 0.40993]],
  "forces_ev_per_a": [[0.01, 0.09, 0.07], [0.29, -0.91, -1.30], [0.19, -0.43, -0.25], [0.85, -0.41, 1.43], [-0.82, -0.03, 0.39], [-0.06, 0.21, 0.30], [0.24, 0.04, 0.16], [0.10, 0.08, 0.08], [0.24, -0.41, 0.06], [-0.07, 0.12, -0.20], [-0.19, -0.05, -0.11], [-0.78, 1.69, -0.62]],
  "lumo_energy_ev": 0.57,
  "orbital_gap_ha": 0.35305,
  "charge": 0,
  "molar_mass_g_mol": 73.09,
  "smiles": "CC(C)=NO",
  "relative_energy_kcal_mol": 79.1
}

charge of number 4 (C3H7NO)?
0